Below is 2 unconnected molecules or ions with the total composition C5H7N3O3 in a non-equilibrium geometry, with properties calculated with wB97M-V/def2-TZVPD.

Element x y z (Å)
N: -2.1107 -1.1890 0.3014
C: -1.0991 0.9064 0.4510
C: -3.0731 -0.2591 0.4801
O: 0.0693 -0.9734 1.2398
H: -0.8742 -0.8633 -1.9260
H: 1.0632 -0.9946 0.8492
O: -0.2691 1.8145 0.3405
H: -2.3174 -2.1507 0.5576
C: 2.9718 0.5334 0.7407
H: 0.1666 -1.9697 -1.0570
H: 0.7558 -0.1718 -1.2265
C: -0.1039 -0.9686 -1.1544
C: -0.8038 -0.6104 0.1696
H: 3.4625 1.7708 2.3512
N: -2.4263 0.9631 0.6861
N: 3.1750 1.3079 1.6109
H: -2.7792 1.8914 0.7729
O: -4.2770 -0.5198 0.4549

Calculated values
- net charge = 0
- E_LUMO (eV) = 0.822
- molecular weight (g/mol) = 157.13
- ΔE to the lowest compared entry with this formula, charge and spin (kcal/mol) = 26.8
- multiplicity = 1
- E_HOMO (eV) = -9.97

=====

Below is C5H7N3O3 in the gas phase in a non-equilibrium geometry, with properties calculated with wB97M-V/def2-TZVPD.

Element x y z (Å)
N: -0.1642 0.5501 -0.2479
C: 2.3518 0.6672 0.1233
C: 1.1737 -0.2764 0.0599
C: -1.7371 -1.1527 0.1830
H: 0.6408 -2.4285 0.4402
O: -1.1465 -0.1940 2.2286
H: 1.2361 1.7515 -1.1565
N: -1.5235 -1.1812 1.6071
C: 1.2193 -1.5138 0.2535
H: -0.0974 2.6283 -0.3550
N: -1.2339 -0.2246 -0.6371
H: -1.7301 0.1447 -1.4426
H: 2.2026 1.2918 0.9816
C: 0.1778 1.7345 -0.9874
O: 3.2190 0.6084 -0.7042
O: -1.9521 -2.2087 2.1122
H: -0.3649 1.7181 -2.0623
H: -2.2714 -1.9146 -0.3964

Calculated values
- net charge = 0
- E_LUMO (spin up / spin down) (eV) = -1.119 / -0.877
- molecular weight (g/mol) = 157.13
- ΔE to the lowest compared entry with this formula, charge and spin (kcal/mol) = 239.0
- multiplicity = 1
- E_HOMO (spin up / spin down) (eV) = -7.82 / -9.06

=====

Below is C5H7N3S in the gas phase in a non-equilibrium geometry, with properties calculated with wB97M-V/def2-TZVPD.

Element x y z (Å)
C: 2.8733 -0.0853 -0.1525
C: -2.0279 0.5290 0.6443
H: 3.3583 -0.4594 -1.3098
C: 1.4571 0.0012 -0.3430
N: 0.8130 -0.4809 -1.5136
H: -3.8098 -0.4256 1.2317
H: 0.6266 0.9121 1.3369
C: -0.5580 -0.3089 -1.3232
H: 3.1217 -0.6967 0.6190
H: 3.2503 0.9382 0.0014
H: -1.3659 -0.6710 -2.1371
N: 0.5264 0.4050 0.4378
C: -0.7325 0.2794 -0.1530
S: -2.3407 2.0114 1.1691
H: -2.4259 -1.4538 0.7496
N: -2.7661 -0.4949 0.7424

Calculated values
- net charge = 0
- E_LUMO (eV) = 0.594
- molecular weight (g/mol) = 141.20
- SMILES = Cc1ncc(C(N)=S)[nH]1
- ΔE to the lowest compared entry with this formula, charge and spin (kcal/mol) = 15.9
- multiplicity = 1
- E_HOMO (eV) = -8.13

=====

Below is C5H7N3S in the gas phase in a non-equilibrium geometry, with properties calculated with wB97M-V/def2-TZVPD.

Element x y z (Å)
C: 0.6157 -0.8794 0.2288
N: 1.6334 -1.7117 -0.0079
C: 2.2802 0.3661 0.2519
H: -3.1825 -1.5057 -1.1087
H: 2.8410 1.2984 0.5496
C: -1.8429 1.0357 0.4470
S: -0.9992 -1.6330 0.5878
C: 2.7119 -0.8853 -0.0140
H: 1.6478 -2.6950 -0.0889
H: -1.8381 1.7334 -0.5256
C: -2.0827 -0.3041 -0.0682
H: -0.8903 1.1084 0.9372
H: -2.7145 1.3329 1.1367
H: 3.6463 -1.4733 -0.0762
N: 0.9393 0.3778 0.4249
N: -3.0111 -0.5308 -0.8614

Calculated values
- net charge = 0
- E_LUMO (eV) = 0.522
- molecular weight (g/mol) = 141.20
- SMILES = [H]/N=C(/C)Sc1ncc[nH]1
- ΔE to the lowest compared entry with this formula, charge and spin (kcal/mol) = 3.9
- multiplicity = 1
- E_HOMO (eV) = -8.45